This record from the Open Molecules 2025 dataset describes 8 unconnected molecules or ions with the total composition C42H104N8O8 at a distorted geometry. The level of theory is wB97M-V/def2-TZVPD.

E	-73536.7974	eV
max |F|	2.1	eV/A
SMILES string	CC1(C)CCCC(C)(C)N1O.CC1(C)CCCC(C)(C)N1O.COC[C@H](C)N.COC[C@H](C)N.COC[C@H](C)N.COC[C@H](C)N.COC[C@H](C)N.COC[C@H](C)N
ΔE to the lowest compared entry with this formula, charge and spin	0.0	kJ/mol
E_LUMO	0.4	eV

```
162
Properties=species:S:1:pos:R:3:lowdin_charge:R:1
C 14.708 10.353 3.661 -0.049
C 15.229 10.392 5.103 -0.424
C 14.171 10.492 6.134 -0.240
O 13.235 11.521 5.869 -0.178
C 12.146 11.461 6.768 -0.099
N 15.997 9.187 5.469 0.035
H 15.504 10.071 2.974 0.074
H 14.380 11.357 3.372 0.077
H 13.831 9.708 3.587 0.074
H 15.911 11.243 5.170 0.145
H 14.646 10.788 7.088 0.129
H 13.685 9.531 6.352 0.106
H 11.618 12.406 6.637 0.089
H 12.515 11.425 7.801 0.078
H 11.479 10.624 6.544 0.083
H 16.787 9.072 4.838 0.084
H 15.461 8.337 5.286 0.080
C 17.762 4.305 7.582 -0.061
C 16.764 3.287 8.108 -0.412
C 16.573 3.480 9.619 -0.209
O 15.885 2.396 10.214 -0.222
C 15.832 2.540 11.619 -0.097
N 15.532 3.305 7.283 0.049
H 17.465 5.343 7.769 0.042
H 17.834 4.197 6.499 0.082
H 18.756 4.177 8.017 0.078
H 17.148 2.262 8.006 0.138
H 16.069 4.439 9.820 0.122
H 17.579 3.539 10.061 0.126
H 15.410 1.605 11.993 0.090
H 15.174 3.365 11.915 0.077
H 16.833 2.641 12.047 0.091
H 14.836 2.731 7.761 0.022
H 15.108 4.237 7.360 0.032
C 17.581 7.577 8.956 -0.071
C 18.661 8.552 8.523 -0.412
C 19.701 7.881 7.647 -0.235
O 20.282 6.823 8.360 -0.193
C 21.390 6.268 7.684 -0.116
N 18.072 9.682 7.746 0.047
H 16.967 7.209 8.124 0.070
H 16.848 8.100 9.583 0.048
H 17.972 6.717 9.504 0.082
H 19.172 8.929 9.415 0.137
H 20.440 8.618 7.318 0.124
H 19.163 7.507 6.757 0.132
H 21.085 5.850 6.714 0.089
H 21.737 5.426 8.287 0.086
H 22.229 6.957 7.539 0.086
H 17.575 10.300 8.390 0.053
H 17.254 9.263 7.285 0.021
C 12.626 6.272 4.833 -0.050
C 11.334 5.941 5.521 -0.430
C 11.257 4.505 5.973 -0.237
O 11.313 3.676 4.850 -0.174
C 11.210 2.317 5.193 -0.100
N 11.166 6.818 6.698 0.039
H 12.701 7.334 4.584 0.066
H 12.827 5.607 3.999 0.084
H 13.440 6.133 5.557 0.069
H 10.478 6.089 4.849 0.140
H 10.309 4.311 6.512 0.129
H 12.037 4.244 6.710 0.120
H 12.138 1.978 5.666 0.083
H 11.065 1.764 4.268 0.089
H 10.375 2.136 5.881 0.088
H 10.903 7.739 6.367 0.073
H 10.423 6.486 7.304 0.076
C 13.972 8.165 8.789 -0.065
C 13.864 6.783 9.355 -0.402
C 12.645 6.646 10.254 -0.177
O 12.649 5.475 11.055 -0.195
C 13.137 5.607 12.351 -0.120
N 13.800 5.779 8.251 0.059
H 14.806 8.401 8.129 0.060
H 14.048 8.878 9.612 0.043
H 13.063 8.383 8.217 0.073
H 14.743 6.514 9.957 0.121
H 11.711 6.614 9.683 0.127
H 12.517 7.543 10.888 0.104
H 12.563 6.362 12.909 0.075
H 14.199 5.882 12.446 0.073
H 13.064 4.691 12.943 0.089
H 13.575 4.864 8.662 0.020
H 12.976 6.057 7.703 0.023
C 12.813 0.715 8.512 -0.057
C 12.188 1.938 9.157 -0.407
C 11.690 1.572 10.545 -0.226
O 10.798 0.478 10.500 -0.180
C 9.984 0.389 11.661 -0.106
N 13.196 3.011 9.250 0.048
H 13.590 0.309 9.173 0.088
H 13.344 0.886 7.572 0.067
H 12.074 -0.064 8.323 0.080
H 11.327 2.285 8.574 0.131
H 11.307 2.470 11.053 0.127
H 12.583 1.270 11.129 0.130
H 10.593 0.536 12.564 0.086
H 9.601 -0.631 11.705 0.085
H 9.147 1.093 11.669 0.086
H 12.844 3.642 9.976 0.059
H 14.096 2.676 9.600 0.048
C 11.135 6.306 15.626 -0.035
C 10.035 7.366 15.637 -0.518
C 10.606 8.584 16.364 -0.138
C 9.945 9.922 16.077 -0.164
C 9.735 10.118 14.587 -0.139
C 9.111 8.928 13.837 -0.524
N 9.761 7.696 14.237 -0.093
O 9.181 6.598 13.575 -0.018
C 7.603 8.972 14.153 -0.035
C 9.301 9.172 12.345 -0.023
C 8.821 6.801 16.380 -0.022
H 11.987 6.648 15.041 0.068
H 10.737 5.425 15.123 0.082
H 11.466 6.094 16.643 0.093
H 10.562 8.395 17.443 0.119
H 11.691 8.669 16.221 0.111
H 10.548 10.756 16.439 0.112
H 8.974 9.961 16.586 0.109
H 10.700 10.390 14.132 0.098
H 9.107 10.973 14.312 0.126
H 7.374 9.198 15.193 0.072
H 7.117 9.740 13.544 0.086
H 7.073 8.061 13.854 0.081
H 10.374 9.241 12.140 0.061
H 9.005 8.306 11.750 0.086
H 8.785 10.083 12.059 0.088
H 8.586 5.779 16.073 0.084
H 7.899 7.337 16.132 0.069
H 8.951 6.867 17.457 0.089
H 8.304 6.466 13.973 0.082
C 12.677 10.640 11.274 -0.020
C 13.755 11.472 11.980 -0.503
C 13.450 11.695 13.444 -0.152
C 13.819 10.552 14.363 -0.177
C 15.268 10.142 14.148 -0.138
C 15.697 9.957 12.709 -0.522
N 15.127 10.968 11.852 -0.096
O 15.512 10.786 10.509 -0.018
C 17.218 10.091 12.664 -0.031
C 15.368 8.520 12.247 -0.016
C 13.774 12.890 11.367 -0.035
H 11.751 11.216 11.322 0.090
H 12.596 9.655 11.730 0.054
H 12.936 10.514 10.224 0.060
H 13.860 12.631 13.841 0.125
H 12.379 11.902 13.587 0.114
H 13.126 9.708 14.229 0.102
H 13.675 10.815 15.416 0.114
H 15.485 9.217 14.690 0.122
H 15.917 10.875 14.643 0.122
H 17.508 11.116 12.913 0.091
H 17.713 9.434 13.381 0.092
H 17.584 9.828 11.670 0.069
H 14.302 8.481 11.987 0.059
H 15.860 8.306 11.296 0.053
H 15.509 7.691 12.938 0.083
H 12.822 13.393 11.553 0.087
H 13.870 12.832 10.276 0.077
H 14.601 13.478 11.757 0.087
H 16.112 11.521 10.336 0.109
```


This record from the Open Molecules 2025 dataset describes 2 unconnected molecules or ions with the total composition C3H5NO at a distorted geometry. The level of theory is wB97M-V/def2-TZVPD.

E	-6727.3302	eV
max |F|	1.7	eV/A
SMILES string	N#CO.C=C
ΔE to the lowest compared entry with this formula, charge and spin	216.4	kJ/mol
E_LUMO	0.0	eV

```
10
Properties=species:S:1:pos:R:3:lowdin_charge:R:1
C -1.168 -1.640 1.092 -0.084
C -1.443 -0.911 0.015 -0.077
O 2.856 1.855 -1.054 0.112
C 1.589 1.590 -0.962 -0.355
N 0.450 1.595 -1.099 0.164
H 3.188 2.504 -0.419 0.139
H -1.757 -2.503 1.367 0.036
H -0.395 -1.399 1.805 0.034
H -2.330 -1.137 -0.559 0.042
H -0.991 0.046 -0.185 -0.011
```


This record from the Open Molecules 2025 dataset describes 2 unconnected molecules or ions with the total composition C4H11S2 at a distorted geometry. The level of theory is wB97M-V/def2-TZVPD.

E	-25996.6828	eV
max |F|	2.5	eV/A
charge	-1
ΔE to the lowest compared entry with this formula, charge and spin	111.4	kJ/mol
E_LUMO	3.3	eV

```
17
Properties=species:S:1:pos:R:3:lowdin_charge:R:1
C -1.435 0.946 2.819 -0.461
S -2.262 0.630 1.249 0.677
C -0.964 1.463 0.232 -0.463
H -0.643 0.179 2.947 0.047
H -0.970 1.876 2.783 -0.004
H -2.193 0.863 3.596 0.015
H -0.032 1.297 0.739 -0.024
H -1.090 2.541 0.153 0.026
H -1.036 1.011 -0.698 -0.043
C 2.933 -0.674 -2.303 -0.338
C 1.539 -1.309 -2.259 -0.795
S 1.088 -0.970 -0.501 0.195
H 2.713 0.363 -1.921 0.033
H 3.677 -1.121 -1.615 0.040
H 3.364 -0.833 -3.305 0.036
H 0.875 -0.936 -3.074 0.041
H 1.692 -2.364 -2.509 0.019
```


This record from the Open Molecules 2025 dataset describes a molecular structure, C32H31N4O4PdS4 at a distorted geometry. The level of theory is wB97M-V/def2-TZVPD.

E	-94650.0781	eV
2S+1	5
max |F|	1.9	eV/A
charge	+1
ΔE to the lowest compared entry with this formula, charge and spin	0.0	kJ/mol
E_LUMO (alpha / beta)	-2.9 / -5.6	eV

```
76
Properties=species:S:1:pos:R:3:lowdin_charge:R:1
Pd 1.100 -1.202 -0.128 0.505
O -0.469 0.677 1.345 -0.004
C -0.913 1.827 0.760 -0.250
C -0.441 1.690 -1.052 -0.482
O -1.006 2.504 -1.733 0.140
O 0.385 0.804 -1.204 -0.009
C -2.407 1.924 0.939 -0.141
C -3.268 2.625 0.093 -0.044
C -4.588 2.844 0.453 -0.065
C -5.071 2.371 1.665 -0.067
C -4.238 1.632 2.490 -0.060
C -2.923 1.395 2.128 -0.001
C -0.094 3.043 1.046 -0.138
C -0.649 4.330 1.029 0.011
C 0.127 5.427 1.347 -0.045
C 1.467 5.266 1.678 -0.049
C 2.037 4.002 1.653 -0.047
C 1.274 2.899 1.316 -0.013
H 0.295 0.852 1.914 0.062
H -2.902 3.006 -0.846 0.102
H -5.237 3.397 -0.214 0.111
H -6.089 2.582 1.964 0.112
H -4.606 1.251 3.433 0.113
H -2.276 0.833 2.786 0.122
H -1.694 4.464 0.801 0.115
H -0.316 6.414 1.350 0.115
H 2.069 6.124 1.945 0.114
H 3.084 3.874 1.891 0.116
H 1.761 1.933 1.239 0.072
S 2.506 -0.636 1.917 0.798
C 2.244 -1.967 2.954 -0.652
C 2.926 -1.991 4.188 -0.051
C 2.708 -2.996 5.096 -0.163
C 3.424 -3.014 6.332 -0.163
N 4.009 -3.022 7.321 0.202
C 1.766 -4.027 4.802 -0.159
C 1.116 -4.038 3.593 -0.051
C 1.355 -3.035 2.632 -0.657
S 0.569 -3.175 1.121 0.711
C 1.520 -5.055 5.763 -0.159
N 1.320 -5.883 6.535 0.205
H 3.629 -1.201 4.412 0.123
H 0.414 -4.827 3.361 0.124
C -2.732 1.058 -4.852 0.013
C -2.852 0.201 -3.642 -0.247
C -3.974 0.121 -2.861 0.044
C -3.937 -0.682 -1.709 -0.277
N -2.848 -1.365 -1.370 0.136
C -1.771 -1.314 -2.140 -0.761
S -0.411 -2.298 -1.866 0.626
N -1.783 -0.535 -3.268 0.130
C -5.119 -0.811 -0.816 -0.002
H -3.702 1.203 -5.321 0.097
H -2.038 0.633 -5.576 0.095
H -2.345 2.031 -4.546 0.101
H -4.862 0.678 -3.118 0.130
H -0.931 -0.496 -3.811 0.152
H -5.951 -0.201 -1.162 0.086
H -4.843 -0.521 0.199 0.085
H -5.426 -1.857 -0.773 0.101
C 4.180 -1.088 -4.780 -0.127
C 4.261 -0.651 -3.326 -0.371
S 2.742 -1.097 -2.418 0.891
O 2.957 -0.466 -1.053 -0.651
C 3.104 -2.888 -2.181 -0.373
C 4.022 -3.132 -0.997 -0.119
H 5.070 -0.761 -5.315 0.085
H 3.310 -0.648 -5.268 0.076
H 4.117 -2.172 -4.874 0.066
H 4.314 0.434 -3.235 0.095
H 5.105 -1.089 -2.792 0.091
H 3.536 -3.243 -3.116 0.083
H 2.136 -3.367 -2.039 0.035
H 5.013 -2.710 -1.160 0.079
H 4.131 -4.203 -0.835 0.091
H 3.607 -2.688 -0.093 0.032
```